Here is a structure of composition O4PSn from the Open Molecules 2025 dataset. Energies are from wB97M-V/def2-TZVPD.

Structure (ORCA input):
```
! RIJCOSX wB97M-V def2-TZVPD def2/J DEFGRID3
* xyz -1 1
Sn -3.1247 -20.0428 14.9200
P -0.1980 -19.7747 16.2615
O -1.2090 -20.6961 17.0891
O 1.2020 -19.8939 16.9328
O -0.9035 -18.3634 16.0780
O -0.2676 -20.5098 14.8864
*
```

**Gap between HOMO and LUMO**: 5.101 eV
**Energy relative to the best compared isomer or geometry (same formula, charge and spin)**: 69.3 kcal per mole
**Lowest unoccupied orbital energy**: 1.263 eV